{"formula": "C31H74Cl2N6O12", "method": "the ωB97M-V functional and the def2-TZVPD basis", "spin_multiplicity": 1, "e_homo_ev": -9.11, "lumo_energy_ev": 0.12, "charge": 0, "fmax_ev_per_a": 4.07, "smiles": "CNC(C)=O.CNC(C)=O.CNC(C)=O.CNC(C)=O.CNC(C)=O.CNC(C)=O.COCCOC.COCCOC.COCCOC.ClCCl", "elements": ["C", "N", "C", "C", "O", "H", "H", "H", "H", "H", "H", "H", "C", "N", "C", "C", "O", "H", "H", "H", "H", "H", "H", "H", "C", "N", "C", "C", "O", "H", "H", "H", "H", "H", "H", "H", "C", "N", "C", "C", "O", "H", "H", "H", "H", "H", "H", "H", "C", "N", "C", "C", "O", "H", "H", "H", "H", "H", "H", "H", "C", "N", "C", "C", "O", "H", "H", "H", "H", "H", "H", "H", "C", "O", "C", "C", "O", "C", "H", "H", "H", "H", "H", "H", "H", "H", "H", "H", "C", "O", "C", "C", "O", "C", "H", "H", "H", "H", "H", "H", "H", "H", "H", "H", "C", "O", "C", "C", "O", "C", "H", "H", "H", "H", "H", "H", "H", "H", "H", "H", "Cl", "C", "Cl", "H", "H"], "positions_angstrom": [[15.123, 21.283, 14.843], [14.407, 20.233, 15.531], [13.106, 20.015, 15.315], [12.403, 19.125, 16.379], [12.394, 20.479, 14.393], [15.933, 20.696, 14.410], [15.628, 21.943, 15.548], [14.602, 21.879, 14.093], [14.952, 19.837, 16.283], [12.407, 18.111, 15.978], [11.360, 19.421, 16.493], [12.807, 19.190, 17.389], [10.678, 18.486, 19.918], [10.317, 19.853, 20.124], [10.910, 20.692, 20.919], [10.404, 22.096, 20.889], [11.831, 20.394, 21.654], [11.297, 18.158, 20.752], [11.321, 18.256, 19.069], [9.836, 17.797, 19.857], [9.437, 20.176, 19.749], [10.984, 22.539, 20.079], [10.544, 22.579, 21.856], [9.349, 22.274, 20.680], [19.143, 15.852, 22.424], [17.875, 15.130, 22.446], [16.810, 15.463, 21.725], [16.838, 16.563, 20.693], [15.701, 14.890, 21.896], [19.737, 15.490, 23.263], [19.124, 16.919, 22.642], [19.643, 15.485, 21.527], [17.685, 14.390, 23.107], [17.584, 17.343, 20.843], [15.946, 17.170, 20.849], [16.792, 16.095, 19.710], [18.498, 14.185, 18.284], [19.092, 14.911, 17.169], [19.658, 14.316, 16.128], [20.079, 15.176, 15.021], [19.723, 13.087, 16.011], [18.730, 14.708, 19.212], [18.932, 13.186, 18.251], [17.413, 14.201, 18.182], [18.876, 15.884, 17.006], [20.795, 14.639, 14.399], [20.662, 16.006, 15.419], [19.291, 15.597, 14.398], [7.715, 17.535, 18.324], [8.166, 16.242, 17.851], [9.312, 16.047, 17.234], [9.558, 14.601, 16.687], [10.184, 16.926, 17.029], [6.932, 17.850, 17.634], [8.466, 18.317, 18.212], [7.306, 17.369, 19.321], [7.471, 15.515, 17.940], [10.361, 14.581, 15.950], [8.712, 14.301, 16.070], [9.726, 13.845, 17.455], [18.783, 18.711, 14.190], [17.349, 18.389, 14.130], [16.739, 17.403, 14.891], [15.217, 17.195, 14.667], [17.393, 16.797, 15.736], [18.990, 19.156, 15.163], [19.094, 19.473, 13.474], [19.287, 17.762, 14.011], [16.909, 19.045, 13.501], [15.114, 16.151, 14.370], [14.822, 17.792, 13.845], [14.587, 17.508, 15.500], [14.667, 8.372, 18.747], [16.039, 8.196, 18.905], [16.824, 9.249, 18.337], [16.904, 10.370, 19.354], [15.754, 11.242, 19.186], [15.778, 12.302, 20.132], [14.404, 8.642, 17.724], [14.385, 9.248, 19.332], [14.095, 7.526, 19.129], [16.527, 9.547, 17.332], [17.867, 8.934, 18.325], [17.744, 11.018, 19.103], [16.953, 10.040, 20.392], [15.511, 11.878, 21.100], [15.140, 13.097, 19.745], [16.748, 12.738, 20.371], [12.289, 12.876, 13.813], [12.873, 11.598, 13.656], [13.305, 10.987, 14.846], [14.341, 11.672, 15.748], [15.330, 12.297, 15.022], [16.232, 13.035, 15.792], [12.911, 13.552, 14.400], [11.288, 12.866, 14.244], [12.060, 13.371, 12.869], [13.865, 10.095, 14.566], [12.463, 10.537, 15.371], [14.828, 11.035, 16.486], [13.746, 12.368, 16.340], [16.756, 12.471, 16.564], [15.599, 13.798, 16.244], [16.940, 13.494, 15.102], [10.581, 18.167, 8.290], [10.496, 17.963, 9.697], [11.852, 17.988, 10.167], [11.912, 17.947, 11.730], [11.359, 16.713, 12.222], [11.335, 16.645, 13.648], [10.779, 19.198, 7.997], [9.652, 17.880, 7.798], [11.379, 17.654, 7.754], [12.422, 18.839, 9.795], [12.319, 17.030, 9.937], [11.327, 18.761, 12.157], [12.913, 18.154, 12.108], [10.929, 15.655, 13.857], [10.753, 17.488, 14.022], [12.323, 16.735, 14.098], [13.011, 15.411, 16.460], [13.684, 15.541, 18.084], [12.857, 14.404, 19.224], [14.746, 15.296, 18.075], [13.584, 16.528, 18.536]], "mulliken_charge": [-0.87, -0.03, 0.56, -0.49, -0.67, 0.15, 0.34, 0.32, 0.22, -0.28, 0.40, 0.39, -0.90, -0.06, 0.73, -1.11, -0.66, 0.44, 0.05, 0.31, 0.26, 0.24, 0.31, 0.37, -0.95, -0.10, 0.60, -0.64, -0.68, 0.34, 0.30, 0.30, 0.29, 0.41, 0.38, -0.22, -0.34, -0.11, 0.76, -1.07, -0.67, 0.11, 0.35, -0.08, 0.31, 0.41, 0.38, 0.02, -0.87, -0.19, 0.62, -0.79, -0.39, 0.37, 0.17, 0.33, 0.25, -0.22, 0.44, 0.36, -0.81, -0.23, -0.16, 0.49, -0.52, 0.27, 0.37, 0.13, 0.36, 0.34, 0.11, -0.52, -0.43, -0.44, -0.51, -0.45, 0.07, -0.79, 0.16, 0.16, 0.31, 0.23, 0.38, 0.25, 0.45, 0.43, -0.10, 0.32, -0.37, -0.40, -0.98, 0.93, -0.57, -0.03, 0.06, 0.32, 0.29, 0.34, 0.40, -0.33, -0.05, 0.26, 0.03, 0.15, -0.82, -0.30, -0.63, -0.19, -0.46, 0.23, 0.32, 0.28, 0.33, 0.38, 0.30, 0.38, 0.08, 0.03, 0.36, -0.29, 0.06, 0.13, -0.21, -0.53, 0.42]}


{"formula": "C31H75Li4N5O13", "method": "the ωB97M-V functional and the def2-TZVPD basis", "spin_multiplicity": 2, "e_homo_ev": [-6.04, -10.71], "lumo_energy_ev": [-2.63, -2.65], "charge": 1, "fmax_ev_per_a": 5.23, "elements": ["Li", "Li", "Li", "Li", "C", "O", "O", "O", "C", "O", "C", "C", "N", "C", "C", "O", "C", "H", "H", "H", "H", "H", "H", "H", "H", "H", "H", "H", "H", "H", "H", "H", "C", "O", "C", "C", "N", "C", "C", "O", "C", "H", "H", "H", "H", "H", "H", "H", "H", "H", "H", "H", "H", "H", "H", "H", "C", "O", "C", "C", "N", "C", "C", "O", "C", "H", "H", "H", "H", "H", "H", "H", "H", "H", "H", "H", "H", "H", "H", "H", "C", "O", "C", "C", "N", "C", "C", "O", "C", "H", "H", "H", "H", "H", "H", "H", "H", "H", "H", "H", "H", "H", "H", "H", "C", "O", "C", "C", "N", "C", "C", "O", "C", "H", "H", "H", "H", "H", "H", "H", "H", "H", "H", "H", "H", "H", "H", "H"], "positions_angstrom": [[-1.418, -1.247, 0.856], [-1.944, 1.577, -0.425], [-0.357, -3.133, -2.449], [2.397, -2.115, -2.135], [-0.296, -0.967, -1.304], [0.489, -1.203, -2.230], [-0.537, 0.151, -0.827], [-0.947, -1.934, -0.891], [1.440, 3.882, -6.568], [1.093, 2.871, -5.686], [1.168, 3.269, -4.343], [0.991, 2.077, -3.321], [0.940, 2.368, -1.903], [2.287, 2.562, -1.336], [2.358, 3.017, 0.126], [2.084, 4.420, 0.128], [2.262, 5.053, 1.337], [1.060, 4.865, -6.291], [0.942, 3.659, -7.512], [2.525, 3.867, -6.675], [0.337, 3.947, -4.150], [2.154, 3.722, -4.246], [1.727, 1.320, -3.592], [0.080, 1.547, -3.598], [0.515, 1.530, -1.531], [2.878, 3.248, -1.943], [2.728, 1.571, -1.443], [3.339, 2.791, 0.544], [1.595, 2.533, 0.736], [3.273, 4.979, 1.740], [1.553, 4.574, 2.012], [1.969, 6.102, 1.334], [-0.009, -3.606, 6.608], [1.156, -3.882, 5.882], [2.394, -3.496, 6.533], [3.569, -3.622, 5.579], [3.618, -2.487, 4.641], [4.530, -2.707, 3.544], [3.773, -3.448, 2.463], [2.610, -2.817, 1.923], [2.029, -3.652, 0.932], [-0.014, -4.043, 7.606], [-0.803, -4.137, 6.082], [-0.240, -2.541, 6.643], [2.584, -3.997, 7.482], [2.314, -2.446, 6.818], [3.521, -4.575, 5.051], [4.467, -3.580, 6.194], [2.696, -2.218, 4.330], [5.485, -3.158, 3.815], [4.667, -1.741, 3.059], [3.539, -4.433, 2.866], [4.442, -3.692, 1.639], [1.784, -4.668, 1.240], [2.742, -3.712, 0.109], [1.177, -3.226, 0.402], [-1.459, 1.000, -6.530], [-1.845, -0.354, -6.210], [-0.721, -1.072, -5.626], [-1.141, -2.559, -5.427], [-1.824, -2.746, -4.131], [-2.665, -3.971, -4.099], [-3.366, -3.978, -2.665], [-4.325, -2.901, -2.660], [-5.170, -2.902, -1.490], [-2.258, 1.556, -7.021], [-0.654, 1.044, -7.264], [-1.168, 1.574, -5.651], [-0.378, -0.616, -4.697], [0.046, -1.066, -6.402], [-0.215, -3.130, -5.484], [-1.760, -2.856, -6.274], [-2.445, -1.953, -4.060], [-2.001, -4.830, -4.192], [-3.386, -3.969, -4.916], [-2.584, -3.911, -1.909], [-3.884, -4.935, -2.599], [-5.695, -1.948, -1.471], [-4.556, -2.913, -0.590], [-5.930, -3.677, -1.384], [-1.756, -4.087, 1.459], [-1.688, -2.946, 2.183], [-0.780, -3.027, 3.303], [-0.184, -1.676, 3.605], [0.355, -1.135, 2.329], [0.736, 0.269, 2.529], [2.061, 0.486, 3.343], [2.162, 1.876, 3.466], [3.476, 2.268, 3.882], [-1.929, -4.942, 2.113], [-0.835, -4.233, 0.895], [-2.612, -4.015, 0.788], [0.097, -3.642, 3.100], [-1.276, -3.505, 4.147], [0.630, -1.763, 4.325], [-0.982, -1.040, 3.988], [1.199, -1.623, 2.064], [-0.074, 0.867, 2.947], [0.716, 0.761, 1.556], [2.905, 0.081, 2.784], [2.135, 0.088, 4.355], [3.653, 2.089, 4.942], [3.776, 3.283, 3.624], [4.259, 1.722, 3.355], [-2.797, 5.446, 3.625], [-1.703, 5.243, 2.691], [-2.194, 4.555, 1.540], [-0.982, 4.307, 0.650], [-1.313, 3.494, -0.552], [-2.439, 3.956, -1.444], [-2.727, 2.895, -2.541], [-3.235, 1.727, -1.916], [-3.250, 0.599, -2.760], [-3.591, 5.923, 3.050], [-2.524, 6.132, 4.426], [-3.152, 4.491, 4.013], [-2.907, 5.232, 1.069], [-2.689, 3.610, 1.763], [-0.224, 3.919, 1.330], [-0.572, 5.204, 0.185], [-0.456, 3.443, -1.085], [-2.238, 4.995, -1.706], [-3.425, 3.936, -0.980], [-1.792, 2.704, -3.068], [-3.489, 3.291, -3.213], [-3.567, 0.780, -3.787], [-3.872, -0.238, -2.446], [-2.237, 0.295, -3.026]], "mulliken_charge": [0.56, 0.77, 0.59, -0.41, 0.57, -0.34, -0.41, -0.71, -0.86, -0.25, -0.63, 0.39, 0.74, -1.12, 0.59, -0.40, -0.77, 0.37, 0.23, 0.32, 0.25, 0.50, 0.44, -0.93, -0.60, 0.45, 0.45, 0.65, -0.52, 0.34, 0.27, 0.24, -0.81, -0.28, -0.77, -0.62, -0.07, -0.92, -0.83, -0.02, -0.32, 0.39, 0.20, 0.32, 0.54, 0.35, 0.30, 0.43, -0.10, 0.49, 0.23, 0.50, 0.47, 0.30, 0.18, -0.15, -0.64, -0.43, -0.22, -1.01, 0.25, -1.13, 0.44, -0.32, -0.79, 0.41, 0.33, 0.09, -0.10, 0.70, 0.38, 0.34, -0.11, 0.43, 0.43, -0.39, 0.54, 0.29, 0.17, 0.38, -0.31, -0.36, -0.79, -0.45, 1.04, -0.26, -0.26, -0.37, -0.87, 0.37, 0.08, -0.05, 0.33, 0.47, -0.05, 0.48, -0.21, 0.55, -0.83, 0.31, 0.43, 0.38, 0.27, 0.36, -0.78, -0.32, -0.55, -0.25, 0.73, -1.03, 0.09, -0.41, -0.47, 0.32, 0.25, 0.29, 0.46, 0.31, -0.37, 0.28, -0.13, 0.47, 0.38, -0.33, 0.60, 0.57, 0.00, 0.05]}


{"formula": "C31H75N13O13", "method": "the ωB97M-V functional and the def2-TZVPD basis", "spin_multiplicity": 1, "e_homo_ev": -8.67, "lumo_energy_ev": -0.29, "charge": 0, "fmax_ev_per_a": 4.99, "elements": ["C", "O", "N", "C", "C", "H", "H", "H", "H", "H", "H", "H", "C", "O", "N", "C", "C", "H", "H", "H", "H", "H", "H", "H", "C", "O", "N", "C", "C", "H", "H", "H", "H", "H", "H", "H", "C", "O", "N", "C", "C", "H", "H", "H", "H", "H", "H", "H", "C", "O", "N", "C", "C", "H", "H", "H", "H", "H", "H", "H", "O", "C", "N", "C", "H", "H", "H", "H", "H", "O", "C", "N", "C", "H", "H", "H", "H", "H", "O", "C", "N", "C", "H", "H", "H", "H", "H", "O", "C", "N", "C", "H", "H", "H", "H", "H", "O", "C", "N", "C", "H", "H", "H", "H", "H", "O", "C", "N", "C", "H", "H", "H", "H", "H", "O", "C", "N", "C", "H", "H", "H", "H", "H", "O", "C", "N", "C", "H", "H", "H", "H", "H"], "positions_angstrom": [[2.379, -5.524, -1.765], [2.139, -6.737, -1.691], [1.833, -4.635, -0.921], [2.336, -3.256, -0.996], [0.839, -4.821, 0.042], [3.109, -5.070, -2.453], [1.488, -2.630, -1.275], [3.118, -3.189, -1.752], [2.660, -2.886, -0.023], [0.519, -5.859, 0.133], [1.278, -4.599, 1.015], [0.014, -4.125, -0.104], [-3.070, -4.720, 3.203], [-3.091, -5.334, 2.155], [-2.335, -3.665, 3.489], [-2.453, -2.994, 4.844], [-1.399, -3.030, 2.473], [-3.586, -5.125, 4.087], [-2.613, -1.939, 4.626], [-1.518, -3.120, 5.390], [-3.272, -3.289, 5.501], [-1.514, -3.530, 1.512], [-1.393, -1.957, 2.284], [-0.452, -3.239, 2.969], [6.788, -1.220, -1.309], [8.041, -1.193, -1.259], [6.031, -0.152, -1.012], [4.612, -0.195, -1.377], [6.529, 1.127, -0.534], [6.193, -2.081, -1.652], [4.124, -1.135, -1.121], [4.576, -0.044, -2.456], [4.033, 0.571, -0.861], [7.609, 1.140, -0.389], [6.286, 1.924, -1.237], [6.024, 1.333, 0.410], [-1.706, -0.141, -5.149], [-1.663, -0.205, -6.406], [-2.636, 0.630, -4.456], [-2.696, 0.835, -3.030], [-3.357, 1.697, -5.150], [-1.199, -0.699, -4.347], [-3.706, 0.776, -2.625], [-2.004, 1.644, -2.798], [-2.122, 0.010, -2.607], [-3.018, 2.700, -4.891], [-3.239, 1.692, -6.233], [-4.436, 1.602, -5.025], [-4.148, 2.673, 1.814], [-4.670, 3.550, 1.092], [-4.689, 2.076, 2.831], [-3.969, 1.000, 3.513], [-6.086, 2.268, 3.340], [-3.113, 2.385, 1.575], [-3.044, 0.860, 2.953], [-4.461, 0.033, 3.620], [-3.772, 1.223, 4.562], [-6.068, 3.009, 4.139], [-6.653, 2.740, 2.538], [-6.674, 1.364, 3.498], [1.108, 0.884, 5.929], [0.831, 0.300, 4.856], [-0.078, 0.829, 4.046], [1.624, -0.894, 4.527], [-0.048, 0.593, 3.064], [-0.468, 1.704, 4.366], [2.202, -0.758, 3.613], [1.083, -1.837, 4.457], [2.450, -1.101, 5.207], [-0.736, 3.582, 4.419], [-0.638, 4.352, 3.481], [-0.247, 3.875, 2.361], [-0.811, 5.790, 3.616], [-0.241, 2.876, 2.215], [0.058, 4.432, 1.575], [-1.482, 6.119, 2.823], [0.122, 6.355, 3.627], [-1.234, 5.948, 4.608], [-0.636, 0.989, 1.050], [-0.160, 0.302, 0.174], [-1.009, -0.464, -0.359], [1.341, 0.320, -0.149], [-1.953, -0.247, -0.072], [-0.793, -1.013, -1.178], [1.734, 1.323, -0.315], [1.658, -0.276, -1.005], [1.978, -0.083, 0.638], [-1.085, -2.653, -2.582], [-0.451, -3.238, -3.480], [0.477, -2.651, -4.205], [-0.801, -4.699, -3.855], [0.751, -1.719, -3.928], [1.237, -3.192, -4.592], [-1.859, -4.781, -4.105], [-0.517, -5.419, -3.088], [-0.264, -5.024, -4.746], [1.590, 4.834, -0.015], [1.279, 4.427, -1.118], [1.715, 5.043, -2.202], [0.175, 3.382, -1.397], [2.548, 5.598, -2.066], [1.321, 4.976, -3.130], [-0.528, 3.090, -0.617], [0.737, 2.591, -1.893], [-0.417, 3.647, -2.273], [-3.603, -0.529, 0.013], [-4.166, -1.611, 0.034], [-3.766, -2.664, -0.689], [-5.364, -1.721, 0.999], [-2.946, -2.541, -1.266], [-4.418, -3.427, -0.799], [-5.289, -2.564, 1.686], [-6.302, -1.833, 0.455], [-5.472, -0.808, 1.584], [1.241, 0.129, -3.875], [1.966, 0.753, -4.649], [3.201, 0.331, -4.888], [1.545, 1.909, -5.492], [3.877, 0.738, -5.518], [3.436, -0.509, -4.378], [1.079, 1.480, -6.379], [2.309, 2.676, -5.619], [0.761, 2.513, -5.037], [4.021, 0.599, 2.051], [3.937, 1.718, 2.506], [4.675, 2.169, 3.523], [2.965, 2.759, 1.850], [4.653, 3.167, 3.674], [5.049, 1.421, 4.090], [1.964, 2.346, 1.726], [3.510, 3.175, 1.002], [2.836, 3.686, 2.409]], "mulliken_charge": [0.25, -0.63, 0.28, -0.94, -1.11, 0.31, 0.19, 0.07, 0.50, 0.38, 0.44, 0.23, -0.09, -0.58, 0.33, -0.76, -0.60, 0.34, 0.14, 0.31, 0.36, 0.13, 0.09, 0.34, 0.13, -0.63, 0.24, -0.65, -0.68, 0.34, -0.10, 0.69, -0.15, 0.35, 0.31, 0.06, 0.68, -0.71, 0.13, 0.17, -1.14, -0.17, 0.42, 0.00, -0.48, 0.34, 0.37, 0.33, 0.46, -0.75, 0.15, -0.86, -1.11, 0.19, -0.06, 0.40, 0.40, 0.36, 0.39, 0.32, -0.74, 0.75, 0.48, -0.70, -0.48, 0.15, 0.02, 0.10, 0.38, -0.77, 1.03, 0.25, -1.40, -0.48, -0.13, 0.34, 0.30, 0.40, 0.10, 0.08, 1.75, -0.33, -0.26, -0.83, -0.03, 0.24, 0.21, -0.20, 0.48, 0.03, -1.53, -0.01, 0.33, 0.30, 0.28, 0.46, -0.63, 0.23, -0.37, -0.36, 0.26, 0.20, 0.15, -0.07, 0.57, -0.68, 0.60, -0.11, -1.15, 0.07, 0.21, 0.31, 0.43, 0.05, -0.47, 0.78, -0.37, -1.37, 0.19, 0.21, 0.34, 0.49, 0.19, -0.60, 0.37, -0.38, -0.52, 0.21, 0.28, -0.50, 0.45, 0.70]}